Here is 12 unconnected molecules or ions with the total composition C29H58O25 in a non-equilibrium geometry from the Open Molecules 2025 dataset. Energies are from the ωB97M-V functional and the def2-TZVPD basis.

```
112
Properties=species:S:1:pos:R:3:forces:R:3
C -28.1017 0.3104 -19.5596 -2.7 4.1 -0.7
C -26.8559 0.0302 -19.1770 2.4 -4.5 0.0
C -25.8234 1.1360 -18.8003 2.9 -1.4 3.3
O -24.7192 0.8614 -18.1695 -1.6 -0.6 -2.1
C -26.1896 2.4493 -18.8364 -2.8 1.5 -1.6
C -27.5519 2.8020 -19.1113 0.0 2.3 0.0
C -28.5698 1.6909 -19.4822 0.0 -1.2 1.0
O -29.7583 2.0037 -19.4869 -0.6 -0.1 -0.9
O -27.9992 3.9932 -19.0135 0.9 -2.0 -0.5
O -26.6031 -1.2541 -19.1540 1.2 2.1 0.4
H -28.8186 -0.4677 -19.7763 0.0 -0.2 0.0
H -25.5442 3.2910 -18.6328 0.4 -0.2 0.4
C -28.2661 0.4944 -15.8250 -1.3 1.7 0.5
C -27.3261 0.0018 -14.9500 0.8 -2.0 -1.9
C -27.2965 0.4742 -13.5180 3.3 0.6 2.6
O -26.3537 0.2258 -12.6653 0.0 -1.8 -1.4
C -28.1139 1.4665 -13.0636 -3.1 1.6 -1.9
C -29.0028 2.1012 -14.0051 0.0 -1.7 -0.8
C -29.1543 1.5205 -15.4880 -1.0 0.0 -1.7
O -30.0307 1.9285 -16.3239 1.4 -0.2 2.9
O -29.7179 3.0557 -13.7148 -0.9 1.1 0.4
O -26.5643 -0.8678 -15.4338 0.6 -0.2 2.2
H -28.2580 0.1349 -16.8434 0.1 -0.1 0.0
H -28.0240 1.8922 -12.0751 0.3 0.1 0.2
C -25.2564 3.4624 -12.4890 -1.1 1.2 -0.4
O -26.3060 4.0171 -13.3937 2.3 -0.5 1.1
H -25.6059 3.5366 -11.4593 -0.2 -0.2 0.2
H -24.8519 2.4603 -12.6312 -0.7 -0.2 -0.6
H -24.3988 4.1323 -12.5512 -0.1 0.3 -0.3
H -27.0449 3.4064 -13.4463 -0.1 -0.6 0.1
C -30.4968 -1.9652 -14.6436 0.7 -0.2 -0.5
O -31.3451 -0.9813 -15.1751 -0.1 -0.6 1.0
H -29.4917 -1.9529 -15.0652 0.4 0.9 0.2
H -30.4046 -1.8632 -13.5623 -0.2 -0.2 0.0
H -30.7538 -2.9642 -14.9958 -0.9 -0.6 0.6
H -31.1139 -0.9767 -16.1069 -0.1 0.9 -0.9
C -25.4333 -0.0085 -9.0744 -0.1 0.5 0.2
O -25.2142 -0.7941 -10.2070 0.9 -0.5 1.1
H -24.7433 -0.1268 -8.2389 0.5 -1.2 -0.1
H -25.2294 1.0484 -9.2462 -0.7 0.4 -0.5
H -26.4252 -0.1975 -8.6639 -0.3 0.4 0.1
H -25.7959 -0.4864 -10.9059 -0.4 0.4 -1.0
C -28.3607 6.0898 -15.2065 -0.3 -0.3 0.5
C -29.7921 6.5248 -14.8371 1.1 -0.9 -1.0
O -30.4958 6.9639 -16.0042 0.0 0.7 0.2
O -28.3403 4.9859 -16.0734 -0.2 0.5 0.5
H -27.8347 5.8827 -14.2746 -0.1 -0.4 0.5
H -27.7586 6.9076 -15.6024 -0.2 0.7 -0.5
H -29.6621 7.2946 -14.0765 -0.3 0.3 0.1
H -30.3443 5.6681 -14.4507 0.2 0.0 0.2
H -30.8198 7.8514 -15.8345 0.0 -0.1 -0.1
H -27.4307 4.6790 -16.0814 0.0 -0.4 -0.4
C -34.0493 4.8728 -15.5659 1.4 -0.1 -1.3
C -32.8823 4.5608 -14.5947 -1.2 -0.5 -1.4
O -31.8140 3.9852 -15.2911 -1.0 0.9 0.7
O -33.4596 5.3753 -16.8300 -0.8 0.1 1.6
H -34.6968 5.5824 -15.0508 -0.2 0.5 -0.2
H -34.6440 4.0034 -15.8461 0.1 -0.3 0.2
H -33.2660 3.8136 -13.9000 -0.3 0.1 0.5
H -32.7016 5.4882 -14.0511 0.7 0.2 0.1
H -31.4052 3.4499 -14.6071 1.3 -0.5 -0.5
H -34.1483 5.8455 -17.3056 -0.1 0.0 0.0
C -32.1135 -0.1766 -18.6611 1.1 -0.7 0.4
C -33.1742 0.7846 -18.0449 2.1 0.5 -0.5
O -32.4150 1.9090 -17.5561 -2.3 -1.2 -0.5
O -30.9944 -0.4675 -17.7720 -1.2 0.1 -0.4
H -31.6951 0.2733 -19.5614 -0.1 0.3 0.1
H -32.3671 -1.2069 -18.9103 -1.3 0.0 -0.3
H -33.8148 0.3164 -17.2976 0.0 -0.2 0.3
H -33.8004 1.1549 -18.8565 -0.2 0.0 -0.1
H -31.8633 1.5022 -16.8840 1.2 0.6 0.5
H -30.2179 -0.0317 -18.1309 0.5 0.7 0.1
C -23.1566 0.9327 -14.5637 1.1 0.7 0.3
C -23.0882 -0.2264 -13.5399 -3.1 1.4 -0.5
O -23.9737 -1.3301 -13.8997 2.6 0.6 0.4
O -22.6465 0.5643 -15.7793 0.7 -1.3 -1.9
H -22.5087 1.7782 -14.3324 0.5 0.3 1.7
H -24.0981 1.4796 -14.6152 -0.9 -1.0 -0.1
H -23.6441 0.2938 -12.7599 0.4 -0.1 1.0
H -22.0841 -0.4472 -13.1779 0.0 -0.6 -0.5
H -24.8367 -1.0122 -13.6242 -0.9 0.1 -0.2
H -22.5210 1.3318 -16.3421 -0.6 -0.1 -0.2
C -31.1845 0.1885 -10.7669 0.7 -0.1 -0.9
C -32.3469 1.1616 -10.7212 0.8 0.4 0.5
O -32.4787 1.7294 -9.4482 -0.5 -0.1 2.3
O -29.8656 0.7048 -10.5751 -1.1 0.0 0.7
H -31.3625 -0.2777 -11.7359 0.7 -0.1 -0.5
H -31.2079 -0.6649 -10.0892 -0.7 0.3 0.5
H -33.2618 0.6206 -10.9628 0.0 0.0 -0.5
H -32.1717 2.0707 -11.2965 0.1 -0.7 -1.4
H -33.3190 2.1926 -9.4200 0.1 0.1 0.1
H -29.4437 0.9837 -11.3910 0.0 0.0 -0.9
C -27.3572 -4.1918 -16.0780 0.5 3.1 1.2
C -26.3502 -4.7830 -15.0631 -0.7 -1.7 -1.7
O -25.0540 -4.3033 -15.2576 0.1 -0.1 0.2
O -26.8160 -3.7817 -17.3441 0.0 -2.3 1.1
H -27.5859 -3.2768 -15.5316 -0.3 0.7 -0.3
H -28.3160 -4.7093 -16.0468 0.1 -0.8 -0.5
H -26.3970 -5.8600 -15.2240 0.5 -0.8 -0.3
H -26.6947 -4.7532 -14.0294 -0.3 1.0 0.2
H -24.5083 -4.9515 -14.8064 0.4 0.3 0.0
H -27.4638 -3.2777 -17.8421 0.1 0.7 0.1
C -31.0834 4.5936 -9.6017 0.1 -0.5 -1.0
C -29.9782 4.4340 -10.7030 -0.6 1.6 1.3
O -30.5244 4.6175 -11.9551 -1.0 1.0 1.1
O -30.6221 4.1602 -8.3520 0.4 -0.1 0.7
H -31.9744 4.0258 -9.8695 0.0 -0.1 -0.3
H -31.4225 5.6192 -9.4557 0.3 0.3 -0.3
H -29.3400 3.5659 -10.5379 -0.5 -0.8 -0.2
H -29.2882 5.2439 -10.4661 0.4 0.5 -0.1
H -30.1379 3.9977 -12.5781 0.7 -1.1 -1.1
H -30.2639 3.2879 -8.5318 0.0 -0.4 0.2
```
Forces are in eV/Å.

Results
- Frontier orbital gap: 2.82 eV
- Net charge: -4
- Energy relative to the best compared isomer or geometry (same formula, charge and spin): 113.59 kcal/mol
- Maximum force: 0.10030 Eh/bohr